Entry 1:
Molecular formula: C27H44BrN15O3P
Method: DFT, ωB97M-V/def2-TZVPD

```
! wB97M-V def2-TZVPD RIJCOSX def2/J DEFGRID3
* xyz 1 1
C 1.011 3.240 2.482
C 2.244 3.973 2.318
C 3.347 3.399 1.296
N 2.853 2.060 0.812
C 1.989 1.783 -0.296
N 1.429 2.679 -1.141
Br 0.337 1.940 -2.483
N 1.721 0.346 -0.410
C 2.481 -0.128 0.698
N 2.463 -1.573 0.981
C 1.224 -1.754 1.850
C 0.938 -3.286 2.210
N 3.191 0.885 1.445
P 4.224 0.604 2.851
O 5.669 0.350 2.380
O 3.723 -0.800 3.681
O 4.206 1.867 3.964
H 0.057 3.656 2.010
H 0.947 2.238 3.012
H 2.382 4.943 2.904
H 3.459 4.051 0.369
H 4.380 3.282 1.775
H 1.601 3.687 -1.026
H 2.318 -2.061 0.082
H 0.343 -1.327 1.250
H 1.325 -1.069 2.764
H -0.110 -3.549 1.823
H 0.878 -3.440 3.346
H 1.718 -3.947 1.714
H 4.574 -1.222 3.941
H 5.058 2.347 3.849
C -3.326 1.490 -4.644
C -2.017 1.591 -5.296
N -0.990 1.671 -5.813
H -3.237 1.153 -3.609
H -3.842 2.452 -4.629
H -3.977 0.781 -5.161
C 4.298 0.671 -2.435
C 5.602 0.776 -3.093
N 6.626 0.858 -3.610
H 4.396 0.332 -1.401
H 3.780 1.633 -2.414
H 3.644 -0.038 -2.948
C -2.722 -6.126 2.033
C -1.427 -5.981 1.365
N -0.408 -5.866 0.840
H -2.606 -6.461 3.066
H -3.270 -5.183 2.058
H -3.355 -6.855 1.526
C -3.408 3.432 1.252
C -2.537 2.658 2.139
N -1.853 2.049 2.835
H -2.829 4.021 0.536
H -4.072 2.784 0.677
H -4.036 4.128 1.813
C 3.054 5.994 -3.756
C 2.175 6.155 -2.595
N 1.483 6.275 -1.683
H 4.087 6.256 -3.517
H 3.055 4.964 -4.119
H 2.741 6.631 -4.587
C -6.598 1.961 -1.887
C -5.197 1.563 -1.733
N -4.096 1.249 -1.612
H -6.691 3.027 -2.103
H -7.081 1.420 -2.705
H -7.174 1.761 -0.981
C -1.084 -9.182 -1.388
C -1.961 -9.052 -0.223
N -2.648 -8.949 0.694
H -0.061 -8.882 -1.155
H -1.048 -10.212 -1.749
H -1.425 -8.558 -2.218
C 6.887 4.260 -1.193
C 5.918 5.113 -0.499
N 5.157 5.783 0.048
H 7.637 3.863 -0.505
H 6.401 3.407 -1.673
H 7.420 4.811 -1.972
C -6.650 -5.182 0.104
C -6.047 -5.385 1.422
N -5.573 -5.546 2.457
H -7.175 -4.226 0.047
H -5.897 -5.187 -0.687
H -7.374 -5.966 -0.131
C -3.673 -0.821 2.642
C -3.985 -2.033 1.881
N -4.230 -2.985 1.284
H -4.356 -0.006 2.395
H -3.747 -0.993 3.718
H -2.660 -0.469 2.438
*
```

The gap between HOMO and LUMO is 7.504 eV. The calculation puts the largest force on an atom at 0.131 Eh/bohr. Its HOMO energy is -10.90 eV. The value obtained for the energy is -136523.990 eV. Its lowest unoccupied orbital energy is -3.3998 eV.

Entry 2:
Molecular formula: C8H24BrInN5O10S
Method: DFT, ωB97M-V/def2-TZVPD

```
! wB97M-V def2-TZVPD RIJCOSX def2/J DEFGRID3
* xyz -1 1
C 5.625 1.259 2.461
C 4.505 2.084 3.378
S 2.844 1.181 3.396
C 1.491 2.277 2.618
In -0.407 0.962 2.661
Br 0.256 -1.468 3.571
H 5.302 1.384 1.323
H 5.675 0.113 2.711
H 6.650 1.818 2.636
H 4.889 2.211 4.500
H 4.297 3.126 2.856
H 1.325 3.284 3.210
H 1.788 2.584 1.504
H -1.740 1.692 3.619
H -0.828 0.689 0.910
C -1.133 -3.814 0.955
N -1.602 -3.032 -0.220
O -0.971 -2.009 -0.508
O -2.591 -3.468 -0.822
H -0.261 -3.317 1.385
H -1.952 -3.847 1.677
H -0.873 -4.814 0.603
C -2.537 -0.327 -2.833
N -3.111 0.854 -3.533
O -2.479 1.303 -4.496
O -4.180 1.296 -3.096
H -1.602 -0.608 -3.321
H -2.359 -0.041 -1.794
H -3.266 -1.138 -2.902
C 7.231 -2.140 -0.104
N 7.431 -1.395 1.169
O 6.836 -1.813 2.169
O 8.180 -0.412 1.128
H 6.553 -2.976 0.079
H 6.801 -1.445 -0.828
H 8.208 -2.501 -0.431
C -5.447 1.675 4.110
N -4.383 0.811 3.531
O -3.858 -0.019 4.282
O -4.105 0.991 2.340
H -5.587 1.409 5.160
H -5.117 2.712 4.016
H -6.362 1.497 3.542
C -4.327 0.647 -6.906
N -3.948 0.270 -8.294
O -2.954 -0.452 -8.433
O -4.660 0.709 -9.205
H -3.618 0.193 -6.210
H -4.290 1.736 -6.838
H -5.337 0.272 -6.726
*
```

The gap between HOMO and LUMO is 6.671 eV. The calculation puts the largest force on an atom at 0.052 Eh/bohr. Its HOMO energy is -4.98 eV. The value obtained for the energy is -122648.111 eV. Its lowest unoccupied orbital energy is 1.6951 eV.

Entry 3:
Molecular formula: C38H76BMgN5P2SSb
Method: DFT, ωB97M-V/def2-TZVPD

```
! wB97M-V def2-TZVPD RIJCOSX def2/J DEFGRID3
* xyz 1 1
Mg -0.810 0.575 -0.128
C 1.696 4.650 -1.511
C 0.995 4.917 -0.172
C 1.832 4.269 0.947
C 0.892 6.420 0.069
P -0.617 3.949 -0.211
C -1.112 4.036 1.573
N -0.949 2.771 2.269
B -0.901 1.409 1.780
N -0.908 0.606 2.984
C -0.887 -0.828 3.158
P -1.151 -1.801 1.590
C -0.343 -3.398 2.156
C -0.690 -3.889 3.561
C 1.169 -3.099 2.077
C -0.631 -4.493 1.119
C -3.052 -1.922 1.513
C -3.683 -3.142 2.183
C -3.705 -0.670 2.118
C -3.388 -1.948 0.011
C -0.964 1.433 4.109
C -0.991 1.122 5.461
C -1.074 2.171 6.373
C -1.133 3.492 5.938
C -1.102 3.804 4.581
C -1.004 2.763 3.669
C -1.997 4.961 -0.989
C -2.381 6.279 -0.310
C -1.637 5.223 -2.456
C -3.202 4.003 -0.953
H 2.700 5.090 -1.505
H 1.147 5.081 -2.350
H 1.778 3.577 -1.708
H 2.897 4.452 0.761
H 1.660 3.187 0.991
H 1.593 4.685 1.928
H 1.892 6.825 0.258
H 0.265 6.657 0.932
H 0.491 6.937 -0.804
H -2.155 4.346 1.630
H -0.528 4.801 2.084
H -1.638 -1.126 3.893
H 0.082 -1.131 3.568
H -0.552 -3.114 4.319
H -0.022 -4.718 3.816
H -1.712 -4.260 3.625
H 1.496 -2.413 2.864
H 1.435 -2.671 1.104
H 1.727 -4.032 2.202
H -1.661 -4.843 1.156
H 0.014 -5.358 1.312
H -0.427 -4.135 0.108
H -3.514 -3.143 3.261
H -3.329 -4.083 1.767
H -4.765 -3.105 2.020
H -3.620 -0.641 3.207
H -4.772 -0.691 1.875
H -3.290 0.254 1.719
H -2.926 -2.798 -0.496
H -3.039 -1.041 -0.495
H -4.470 -2.011 -0.130
H -0.958 0.095 5.805
H -1.102 1.954 7.434
H -1.216 4.291 6.665
H -1.167 4.835 4.255
H -1.664 7.069 -0.528
H -2.472 6.193 0.774
H -3.353 6.606 -0.693
H -0.866 5.993 -2.546
H -2.522 5.579 -2.994
H -1.280 4.316 -2.953
H -3.553 3.818 0.065
H -2.952 3.044 -1.413
H -4.033 4.437 -1.517
C -1.784 -5.369 -2.244
C -1.374 -4.413 -3.366
C -0.888 -5.178 -4.596
Sb -0.063 -2.857 -2.532
C 1.726 -3.989 -1.923
C 2.111 -5.191 -2.783
C 2.876 -2.988 -1.780
C 0.654 -1.915 -4.367
C -0.581 -1.450 -5.141
C 1.618 -2.698 -5.258
H -2.531 -6.083 -2.608
H -2.223 -4.837 -1.397
H -0.929 -5.945 -1.873
H -2.250 -3.826 -3.656
H -0.010 -5.786 -4.380
H -0.650 -4.511 -5.423
H -1.678 -5.854 -4.944
H 1.472 -4.354 -0.924
H 2.252 -4.919 -3.831
H 1.354 -5.975 -2.733
H 3.054 -5.627 -2.428
H 3.198 -2.611 -2.757
H 3.745 -3.471 -1.311
H 2.584 -2.130 -1.169
H 1.176 -1.034 -3.992
H -1.129 -2.297 -5.564
H -0.283 -0.798 -5.968
H -1.268 -0.879 -4.509
H 1.195 -3.642 -5.602
H 2.564 -2.911 -4.759
H 1.848 -2.103 -6.151
N 5.080 0.729 1.058
C 4.099 0.009 1.952
C 2.701 0.474 1.589
N 2.488 0.191 0.183
C 3.374 0.950 -0.678
C 4.789 0.482 -0.405
H 6.034 0.455 1.281
H 4.996 1.731 1.234
H 4.347 0.227 2.989
H 4.205 -1.057 1.759
H 2.601 1.543 1.843
H 1.976 -0.072 2.193
H 1.533 0.305 -0.109
H 3.312 2.038 -0.508
H 3.118 0.763 -1.720
H 5.526 1.017 -1.000
H 4.872 -0.589 -0.581
S 0.693 2.051 -4.202
C 0.379 1.260 -2.848
N 0.198 0.662 -1.842
*
```

The gap between HOMO and LUMO is 6.736 eV. The calculation puts the largest force on an atom at 0.030 Eh/bohr. Its HOMO energy is -9.59 eV. The value obtained for the energy is -90158.400 eV. Its lowest unoccupied orbital energy is -2.8491 eV.

Entry 4:
Molecular formula: C5H12NO2
Method: DFT, ωB97M-V/def2-TZVPD

```
! wB97M-V def2-TZVPD RIJCOSX def2/J DEFGRID3
* xyz -1 1
C -0.247 1.834 -0.809
O -1.424 1.864 -1.458
C -0.076 0.480 0.314
C 1.382 0.058 0.418
C 1.406 -1.353 -0.209
C 1.738 -2.477 0.431
N 1.323 -1.186 -1.631
H -0.094 2.638 -0.105
H 0.565 1.738 -1.504
H -0.664 -0.239 -0.145
H -0.482 0.674 1.266
H 1.961 0.890 0.047
H 1.917 0.157 1.501
H 1.596 -3.357 -0.175
H 1.793 -2.278 1.485
H 0.705 -0.452 -1.912
H 1.197 -2.064 -2.171
H -4.120 0.645 2.516
H -2.557 0.933 2.001
O -3.114 0.357 2.426
*
```

The gap between HOMO and LUMO is 6.046 eV. As for the energy above the lowest of the compared OMol25 structures with the same formula, charge and spin: 113.2 kcal per mole. The calculation puts the largest force on an atom at 0.123 Eh/bohr. Its HOMO energy is -2.46 eV. The value obtained for the energy is -10962.082 eV. Its lowest unoccupied orbital energy is 3.5863 eV.

Entry 5:
Molecular formula: CH2Cl3Hg2
Method: DFT, ωB97M-V/def2-TZVPD

```
! wB97M-V def2-TZVPD RIJCOSX def2/J DEFGRID3
* xyz 3 1
Hg 2.958 -4.602 2.511
Hg 5.010 -2.618 -2.290
Cl 2.379 -1.500 0.309
C -2.078 1.564 -0.134
Cl -3.217 2.456 0.849
Cl -0.823 2.734 -0.681
H -1.582 0.769 0.423
H -2.648 1.195 -0.987
*
```

The gap between HOMO and LUMO is 1.742 eV. As for the energy above the lowest of the compared OMol25 structures with the same formula, charge and spin: 62.9 kcal per mole. The calculation puts the largest force on an atom at 0.027 Eh/bohr. Its HOMO energy is -19.07 eV. The value obtained for the energy is -46943.753 eV. Its lowest unoccupied orbital energy is -17.3280 eV.

- What is the gap between HOMO and LUMO in the fourth record?
  6.046 eV

- The highest lowest unoccupied orbital energy belongs to which entry?
  C5H12NO2

- Which of these has the highest gap between HOMO and LUMO?
  C27H44BrN15O3P

- The lowest gap between HOMO and LUMO belongs to which entry?
  CH2Cl3Hg2